Below is a 4-piece molecular cluster, C34H64ClF3N4O6 overall in a non-equilibrium geometry, with properties calculated with the ωB97M-V functional and the def2-TZVPD basis.

Structure (XYZ):
```
112
Properties=species:S:1:pos:R:3:forces:R:3:mulliken_charge:R:1
F -3.5360 1.1621 2.9412 0.429 -1.137 3.082 -0.271
C 1.5673 -2.3750 -4.4497 -1.998 -1.112 -0.350 1.702
H -7.6634 -2.8637 3.1841 0.042 0.014 -0.083 0.430
H 4.1546 -4.0147 -6.1300 -0.063 0.064 -0.009 0.381
H -0.2818 -1.5922 -5.3370 0.122 -0.049 0.015 0.386
H -5.9041 -5.7240 -1.2857 0.001 0.055 0.101 0.461
C -2.4483 3.1273 4.7720 0.387 0.128 1.049 0.400
C -2.1016 3.9784 6.1288 0.942 2.369 5.235 0.360
H 7.6967 3.0032 -0.4867 -0.070 -0.034 0.004 0.404
H 3.6489 5.1113 -1.8065 -0.063 -0.141 0.220 0.395
C 4.2281 3.1428 -0.9653 -0.562 -1.013 -1.690 2.097
H 0.1609 -1.9000 -2.8316 0.140 -0.057 -0.060 0.471
H 6.5382 4.0798 1.3375 -0.219 -0.036 0.004 0.352
C 4.5966 1.2213 1.5647 -0.004 -0.172 -0.331 -1.718
C 6.6663 2.6898 -0.2882 -0.007 -0.066 0.011 -0.477
C 3.4056 4.0512 -1.9172 0.005 0.534 0.616 -1.919
H 0.2474 3.2278 2.9706 -0.897 0.290 1.557 0.271
H 0.3149 -3.6295 -3.1586 0.111 0.128 -0.297 0.408
N 3.8874 3.3546 0.4751 1.710 4.052 0.212 0.506
H 4.5950 -1.6735 -6.8789 -0.161 0.229 0.080 0.342
O 3.8530 4.6974 0.7006 -0.527 -2.453 -0.267 -0.565
H -5.8659 -1.1693 0.3309 0.044 -0.100 -0.053 0.307
H 3.4761 3.0778 3.1850 0.136 0.038 -0.099 0.212
C 3.8297 1.6989 -1.3826 -0.005 -0.314 0.090 -1.755
N -4.9163 -3.8868 0.5457 0.235 -2.941 3.217 0.283
C 0.8708 -2.6891 -3.1011 0.547 0.491 0.294 -1.965
H 3.5375 0.9868 1.7073 0.098 0.085 -0.033 0.220
C -6.5394 -5.5907 -0.4050 0.615 -0.206 0.455 -1.918
C 6.3018 3.0235 1.1558 0.049 0.359 -0.432 -1.358
C 3.9478 0.5655 -5.3959 -0.026 -0.208 0.778 -2.088
C 4.0714 -1.8723 -5.9373 -0.053 -0.288 0.288 -1.384
N 2.1998 -1.0208 -4.4638 3.226 -1.034 2.721 0.264
H 2.3317 3.9253 -1.7516 0.111 -0.007 0.061 0.458
C 3.0973 -0.7132 -5.6198 0.211 1.102 -1.677 2.170
H 4.9515 0.6809 0.6868 -0.107 0.072 -0.023 0.384
H 2.5787 0.5245 -7.3795 0.191 -0.156 0.164 0.488
C -4.8640 2.8143 5.2754 -2.207 0.459 0.657 -0.898
O -4.4051 -4.9746 1.1866 -0.532 1.825 -1.668 -0.543
C -6.3452 -4.1821 0.2163 -1.363 -0.025 -1.421 1.952
H -7.4351 -1.9404 1.7172 0.041 -0.032 -0.010 0.240
H 2.2502 -1.1784 -7.6152 -0.103 0.009 0.121 0.326
N -3.5261 2.1762 5.1593 1.015 -1.342 -2.236 0.147
H -0.4621 4.5398 4.0372 -0.049 -1.620 0.433 0.455
C 3.3935 -3.2354 -6.0196 -0.059 -0.001 -0.038 -0.462
H -6.0007 -2.7022 -1.3918 -0.030 -0.038 0.182 0.325
H 2.6260 1.4222 4.8169 -1.546 -0.024 -0.102 0.299
H 1.1926 -0.1751 -6.6085 0.125 -0.111 0.060 0.336
H 4.6830 0.4505 -4.5949 -0.258 -0.062 0.053 0.309
C 2.5652 -3.5065 -4.7669 0.521 0.186 -0.019 -1.205
H 1.5024 1.5238 3.3689 0.079 0.256 1.768 0.040
H -5.4717 -1.6736 3.1495 0.224 -0.052 -0.205 -0.060
H -6.3239 -6.3980 0.2999 0.181 0.203 -0.034 0.351
H 5.1389 0.7921 2.4133 -0.032 0.305 -0.024 0.443
C 1.5324 1.5729 4.5272 -0.282 0.222 -0.437 -0.887
H -7.3637 -3.7297 -1.6958 0.000 -0.131 0.265 0.482
C -5.5950 -2.6286 2.6296 -0.368 -0.414 0.212 -0.812
H 0.8482 0.7074 4.8711 1.313 1.390 -0.351 0.349
C -4.6635 -2.6939 1.4117 0.846 2.178 -0.098 1.765
C 2.2335 -0.3790 -6.8688 -0.326 -0.083 -0.228 -1.833
H -8.3188 -4.1503 1.1447 0.171 -0.056 -0.239 0.342
F -4.8034 0.3007 4.6469 2.765 1.000 -0.980 -0.336
H -7.5784 -5.7333 -0.7203 0.099 0.356 0.077 0.455
H 0.7399 -2.4334 -6.5130 0.012 0.106 0.062 0.333
H -7.0973 -4.9440 2.1143 0.180 -0.003 -0.167 0.406
H 3.3129 1.4247 -5.1597 0.003 -0.112 0.014 0.521
H 3.1612 1.2289 -0.6583 0.134 0.099 -0.008 0.268
H 4.5182 0.8119 -6.2975 -0.280 -0.250 -0.043 0.529
H -5.5499 2.2464 6.0142 1.501 0.666 -1.100 0.254
H -5.3184 -3.4052 3.3541 0.100 -0.024 -0.181 0.460
C -6.8309 -3.2088 -0.8948 -0.012 0.372 -0.159 -1.784
O -1.3033 2.5167 4.1789 -1.618 0.953 0.979 -0.300
H 5.9374 4.4675 -1.2243 -0.213 -0.025 0.087 0.408
O 2.9356 -0.9012 -3.3246 -1.678 0.256 -1.867 -0.455
H -4.2448 -1.4306 -0.3308 -0.057 -0.068 0.076 0.378
C -7.2697 -4.0850 1.4544 0.229 0.101 0.320 -1.354
H 1.5828 -2.8014 -2.2798 -0.008 0.188 -0.147 0.345
C 4.8184 2.7548 1.4784 0.230 -1.754 1.504 1.801
C 5.7259 3.3918 -1.2615 0.165 0.148 0.360 -1.387
H 2.7655 -3.2989 -6.9142 -0.010 0.037 0.042 0.284
H 6.6451 1.6067 -0.4471 -0.056 0.032 0.017 0.280
C -3.5357 0.9528 4.3609 -1.530 -0.604 1.010 0.802
O -1.9991 3.3889 7.3709 -0.671 0.975 -6.152 -0.751
F -2.5509 -0.0079 4.7685 -2.289 2.640 -1.753 -0.282
H -5.4569 2.8463 4.2856 1.193 0.015 1.358 0.302
C -7.0657 -2.8115 2.2683 0.008 0.029 -0.069 -0.580
H 4.8494 -1.9244 -5.1659 -0.165 0.155 0.077 0.386
H 6.9478 2.4502 1.8286 -0.287 -0.030 0.099 0.389
H -7.5181 -2.4482 -0.5137 0.173 0.014 -0.004 0.323
C -4.8309 -1.3908 0.5927 -0.276 0.112 -0.226 -1.547
H 0.3936 2.7411 6.0588 1.026 0.836 -1.412 0.316
H 4.6983 1.0486 -1.5201 -0.098 -0.002 0.111 0.189
H -2.9510 -3.4220 2.6065 -0.107 -0.030 -0.199 0.362
C -3.1961 -2.6204 1.9053 -0.021 -0.744 -0.047 -1.599
H -0.1811 -3.3502 -5.3558 0.214 0.082 0.206 0.426
H 3.6121 3.8006 -2.9631 0.122 -0.267 0.252 0.404
H 3.2511 -3.6474 -3.9220 -0.124 0.185 0.018 0.376
H -3.0084 -1.6807 2.4327 -0.299 -0.026 -0.174 0.267
H -4.4801 -0.5229 1.1596 0.042 -0.296 0.100 0.181
C 0.4044 -2.4331 -5.4757 0.094 0.119 -0.334 -1.751
H 3.2797 1.6781 -2.3274 0.199 0.165 0.070 0.434
H 2.0366 -4.4576 -4.8876 -0.196 0.208 0.105 0.383
Cl -3.1682 4.2529 3.4492 0.453 -0.010 0.251 -0.222
H 5.9630 3.0744 -2.2831 -0.289 -0.026 0.045 0.295
C 0.9442 2.9966 5.0727 -0.951 -1.422 -0.241 -0.215
H 4.7528 4.2998 3.0600 -0.128 -0.075 -0.189 0.373
H -2.4951 -2.6753 1.0653 -0.136 -0.032 0.060 0.433
C 4.5264 3.2396 2.9211 -0.301 0.686 -0.360 -1.645
C -0.1941 3.4330 4.0231 2.079 0.232 -0.591 -0.779
H 1.7590 3.7762 5.2418 -1.187 -0.990 -0.388 0.298
H 5.1374 2.6972 3.6487 -0.004 -0.151 -0.320 0.459
H -4.8244 3.8927 5.6882 0.541 -1.891 -0.773 0.348
O -1.9358 5.2482 6.0129 -0.519 -3.466 -0.906 -0.678
```
Positions in Å, forces in eV/Å.

Properties
LUMO (spin up / spin down) = 0.0657 / 0.0355 Ha
Net charge = -1
Spin multiplicity = 4
E_HOMO (spin up / spin down) = -4.656 / -4.656 eV
Orbital gap (spin up / spin down) = 6.444 / 5.623 eV